Entry 1:
Formula: C40H69F9N2O17P2
Source: the Open Molecules 2025 dataset
Level of theory: the ωB97M-V functional and the def2-TZVPD basis

Its SMILES is C=CN(CCOC(C)=O)[C@@](CCF)([C@@H](O[C@@](CCOC(=O)CC)(CC(=O)OC(C)=O)[C@@H](C)F)N(C)C(C)=O)C(F)(F)C(F)(F)C(F)(F)F.CCOP(=O)(OCC)OCC.CCOP(=O)(OCC)OCC.

Each line ends with the Löwdin charge.
Positions of all 139 atoms, in Å:
P  4.96  -4.84  1.88  0.701
P  -3.98  -5.64  -0.70  0.702
F  -0.97  4.98  2.97  -0.102
F  0.82  7.85  0.41  0.083
F  -0.79  7.42  -1.59  0.091
F  0.84  7.00  -3.06  0.067
F  1.47  4.44  -1.73  0.041
F  -0.13  4.75  -3.21  0.054
F  1.97  8.42  -1.43  0.082
F  2.53  6.56  -0.30  0.116
F  0.14  -1.46  -0.35  -0.041
O  -2.92  1.91  3.38  0.074
O  5.15  -3.31  1.26  -0.234
O  3.60  -4.59  2.55  -0.227
O  -2.52  2.88  -4.19  0.041
O  -1.41  0.14  3.41  0.030
O  -2.41  -5.19  -0.45  -0.230
O  5.09  1.81  3.36  0.062
O  6.51  -5.20  1.25  -0.211
O  -2.05  -0.37  1.27  0.114
O  -4.29  7.34  -2.86  -0.080
O  -3.68  -7.14  -1.37  -0.235
O  4.36  -5.56  0.51  -0.233
O  -4.17  -4.91  -2.03  -0.229
O  -0.75  1.86  -0.09  -0.088
O  3.16  1.89  2.15  -0.074
O  -6.29  8.43  -2.23  0.066
O  -3.91  -6.44  0.81  -0.211
N  -2.23  4.98  -0.84  -0.120
N  -2.06  2.32  -1.98  -0.074
C  5.58  -2.28  2.13  -0.303
C  1.82  1.92  0.04  -0.063
C  7.16  -6.33  1.84  -0.301
C  -3.67  5.04  1.29  0.070
C  0.44  1.06  0.01  -0.302
C  6.72  2.85  1.21  -0.100
C  -2.58  -3.75  1.51  -0.071
C  -0.90  4.36  -0.82  -0.182
C  3.03  1.23  0.86  -0.165
C  6.41  -7.63  1.59  -0.084
C  1.86  -0.45  -1.74  -0.030
C  -4.05  6.42  -1.72  -0.129
C  2.00  -5.23  0.11  -0.073
C  -1.83  1.45  3.78  -0.388
C  0.39  6.61  -1.74  -0.174
C  -6.62  6.65  -3.87  -0.004
C  -2.86  1.26  -1.36  -0.075
C  -0.85  2.77  -1.18  -0.163
C  -1.81  2.19  -3.41  -0.370
C  -3.14  -7.16  -3.74  -0.077
C  3.09  -6.20  0.54  -0.304
C  -1.13  0.06  1.98  -0.295
C  -0.63  4.02  1.93  -0.145
C  -2.16  -3.88  0.06  -0.296
C  7.04  -2.44  2.53  -0.081
C  1.43  7.27  -0.75  -0.321
C  -6.02  -7.68  0.59  -0.085
C  -5.18  -6.71  1.41  -0.302
C  -2.90  5.32  -2.10  -0.126
C  -4.18  -7.45  -2.67  -0.309
C  0.34  0.47  1.54  0.029
C  4.49  2.34  2.39  -0.379
C  -5.70  7.56  -2.90  -0.425
C  -0.79  1.22  -4.16  -0.010
C  0.48  -0.21  -0.97  -0.224
C  5.26  3.48  1.58  -0.136
C  -3.24  4.45  0.06  -0.165
C  0.17  5.06  -1.83  -0.196
C  -0.92  2.35  4.76  0.006
C  -0.28  4.79  0.60  -0.065
H  1.69  -1.32  -2.49  0.104
H  3.13  -7.04  -0.15  0.117
H  7.27  -6.16  2.92  0.110
H  -6.32  -7.22  -0.36  0.070
H  6.21  -7.76  0.52  0.087
H  -3.59  -7.20  -4.73  0.077
H  0.87  4.92  0.59  0.118
H  4.71  3.83  0.64  0.116
H  0.31  3.48  2.30  0.106
H  -4.99  -7.14  2.40  0.121
H  -5.72  -5.76  1.56  0.110
H  2.07  -5.04  -0.97  0.078
H  7.24  2.48  2.16  0.088
H  -1.09  -3.70  -0.03  0.101
H  1.02  -0.42  1.71  0.149
H  -3.70  7.05  -0.82  0.135
H  -0.91  0.11  -3.85  0.092
H  0.01  2.51  -1.91  0.153
H  4.94  -2.25  3.02  0.113
H  2.89  -6.62  1.53  0.102
H  -3.52  4.41  -2.45  0.122
H  -0.66  5.87  0.76  0.144
H  2.23  2.14  -1.00  0.108
H  -6.00  5.99  -4.56  0.084
H  7.39  -1.57  3.09  0.078
H  -5.45  -8.58  0.36  0.086
H  0.17  2.41  4.40  0.085
H  -5.12  -6.93  -2.86  0.101
H  -2.14  -4.55  2.11  0.086
H  -0.98  1.23  -5.29  0.101
H  -4.41  -8.52  -2.68  0.114
H  2.99  0.09  0.91  0.125
H  2.24  0.45  -2.33  0.086
H  -3.61  6.18  1.45  0.090
H  8.16  -6.40  1.41  0.121
H  5.38  4.39  2.26  0.126
H  -3.85  3.54  -0.27  0.119
H  7.38  3.62  0.69  0.078
H  -6.92  -7.95  1.14  0.081
H  -1.38  3.39  4.88  0.095
H  2.66  -0.84  -1.01  0.090
H  -1.51  3.31  1.84  0.100
H  -7.38  6.03  -3.27  0.095
H  1.68  2.95  0.54  0.119
H  -2.33  -7.89  -3.69  0.075
H  -0.30  -0.03  -1.77  0.116
H  0.64  1.36  2.21  0.119
H  -4.08  4.34  2.09  0.077
H  -0.88  1.90  5.82  0.098
H  -2.39  0.23  -1.27  0.084
H  2.09  -4.26  0.60  0.067
H  3.99  1.48  0.27  0.134
H  -3.67  -3.84  1.61  0.068
H  0.29  1.59  -4.02  0.084
H  1.01  -5.64  0.33  0.078
H  -3.28  1.50  -0.31  0.100
H  -2.68  -3.14  -0.56  0.110
H  -7.22  7.37  -4.51  0.087
H  6.49  1.95  0.52  0.081
H  6.98  -8.49  1.95  0.082
H  -2.27  -2.79  1.92  0.058
H  -5.05  5.94  -1.47  0.129
H  5.44  -7.64  2.11  0.070
H  7.66  -2.57  1.64  0.084
H  -2.31  5.83  -2.92  0.136
H  5.45  -1.34  1.60  0.107
H  7.18  -3.33  3.15  0.065
H  -3.80  1.12  -2.01  0.122
H  -2.68  -6.18  -3.61  0.072


Entry 2:
Formula: C40H70N2O8
Source: the Open Molecules 2025 dataset
Level of theory: the ωB97M-V functional and the def2-TZVPD basis

Its SMILES is COCCCc1ccc2nccnc2c1.C1CCOC1.C1CCOC1.C1CCOC1.C1CCOC1.C1CCOC1.C1CCOC1.C1CCOC1.

Each line ends with the Löwdin charge.
Positions of all 120 atoms, in Å:
O  5.17  -11.84  -3.36  -0.153
O  -3.01  6.92  2.93  -0.151
O  2.66  -1.65  3.36  -0.137
O  -3.98  12.43  1.43  -0.139
O  -3.04  4.85  -2.47  -0.156
O  0.62  2.31  1.38  -0.152
O  -4.90  3.68  1.06  -0.160
O  1.45  -9.59  -0.88  -0.277
N  5.27  -5.62  -1.63  0.030
N  2.57  -3.74  -1.07  0.029
C  -5.81  3.93  -0.01  -0.195
C  3.58  -0.18  1.75  -0.178
C  2.08  -1.95  2.09  -0.209
C  2.29  -0.74  1.21  -0.179
C  -1.67  5.20  -2.67  -0.205
C  3.45  -0.46  3.23  -0.206
C  -2.94  6.47  -4.18  -0.179
C  4.33  -7.35  0.21  0.028
C  0.11  3.16  0.34  -0.202
C  -4.43  11.08  1.52  -0.206
C  0.40  2.95  2.64  -0.198
C  3.37  -9.26  2.15  -0.193
C  -1.58  5.84  -4.04  -0.178
C  -2.09  11.00  1.42  -0.181
C  -4.47  7.08  4.79  -0.178
C  4.93  -4.34  -2.34  -0.085
C  -3.24  7.67  4.14  -0.207
C  4.69  -12.82  -4.30  -0.208
C  1.73  -5.53  0.77  -0.003
C  4.17  -5.93  -0.65  -0.147
C  -0.01  4.38  2.35  -0.169
C  1.86  -6.93  1.62  0.007
C  -3.84  5.76  2.95  -0.205
C  3.62  -3.41  -2.08  -0.078
C  2.85  -5.04  -0.36  -0.153
C  5.04  -12.31  -5.68  -0.184
C  -4.40  5.64  4.35  -0.171
C  -3.31  10.20  1.04  -0.180
C  -0.71  4.24  1.02  -0.176
C  -5.10  1.70  -0.23  -0.172
C  6.02  -10.91  -4.06  -0.208
C  2.38  -10.35  1.41  -0.171
C  6.30  -11.52  -5.42  -0.184
C  -5.56  2.87  -1.06  -0.176
C  2.54  -10.39  -0.24  -0.218
C  1.56  -9.72  -2.37  -0.105
C  -4.31  2.38  0.87  -0.196
C  -2.56  12.42  1.18  -0.208
C  3.22  -7.85  1.32  -0.139
C  -3.83  5.47  -3.49  -0.209
H  2.66  -10.10  -2.57  0.079
H  6.51  -10.77  -6.18  0.116
H  -5.37  7.54  4.38  0.118
H  0.76  -4.88  0.97  0.097
H  0.88  5.01  2.24  0.121
H  4.41  -0.60  3.72  0.116
H  -3.69  5.09  4.99  0.117
H  -1.04  4.31  -2.59  0.116
H  -0.76  5.17  0.45  0.113
H  -4.67  10.88  2.58  0.112
H  2.36  -11.53  -0.56  0.133
H  5.70  -3.97  -3.18  0.105
H  -2.07  13.14  1.84  0.117
H  -1.38  5.91  -1.89  0.113
H  6.93  -10.74  -3.48  0.118
H  -6.83  3.86  0.38  0.118
H  5.21  -13.76  -4.08  0.117
H  -5.36  5.12  4.39  0.118
H  4.25  -11.64  -6.04  0.117
H  5.47  -9.97  -4.16  0.116
H  -5.97  1.19  0.20  0.117
H  -4.75  3.19  -1.73  0.098
H  -0.75  6.55  -4.13  0.117
H  -1.87  10.86  2.49  0.114
H  1.06  -7.30  2.40  0.098
H  5.26  -8.07  0.03  0.104
H  -0.48  2.57  -0.36  0.115
H  -1.74  3.88  1.18  0.089
H  -2.40  12.72  0.14  0.116
H  -4.32  1.82  1.80  0.122
H  3.73  0.88  1.53  0.113
H  1.27  -9.98  1.61  0.121
H  -4.65  5.91  2.22  0.114
H  7.16  -12.20  -5.35  0.117
H  -3.27  2.54  0.56  0.101
H  -0.41  2.41  3.15  0.120
H  -3.33  9.20  1.48  0.099
H  4.49  -9.61  2.25  0.115
H  1.48  -0.02  1.36  0.099
H  1.47  -8.66  -2.89  0.105
H  -5.66  4.94  -0.39  0.115
H  0.74  -10.43  -2.82  0.097
H  -4.51  0.97  -0.78  0.118
H  2.60  -2.83  1.69  0.092
H  -0.64  4.81  3.13  0.111
H  -3.26  4.88  2.65  0.098
H  1.30  2.89  3.25  0.116
H  -2.36  7.55  4.77  0.118
H  -3.36  8.73  3.90  0.103
H  -3.23  6.66  -5.22  0.117
H  2.34  -0.99  0.14  0.102
H  -4.48  7.21  5.87  0.116
H  2.46  -11.44  1.83  0.112
H  4.43  -0.74  1.34  0.115
H  0.97  3.60  -0.19  0.118
H  -1.20  10.75  0.85  0.116
H  2.99  -9.10  3.27  0.119
H  -3.35  10.09  -0.05  0.118
H  1.02  -2.20  2.21  0.115
H  -4.16  4.69  -4.18  0.120
H  5.17  -13.11  -6.41  0.115
H  3.49  -2.41  -2.71  0.105
H  -5.35  10.95  0.94  0.118
H  -6.44  2.66  -1.68  0.117
H  -2.96  7.43  -3.64  0.118
H  -4.72  5.93  -3.04  0.118
H  2.91  0.35  3.74  0.110
H  -1.45  5.06  -4.81  0.118
H  3.62  -10.05  -0.60  0.125
H  3.62  -12.96  -4.16  0.116


Entry 3:
Formula: C40H72F2NO10
Source: the Open Molecules 2025 dataset
Level of theory: the ωB97M-V functional and the def2-TZVPD basis

Its charge is +1.

Each line ends with the Löwdin charge.
Positions of all 125 atoms, in Å:
F  -0.08  -4.15  0.00  0.106
F  -0.02  -4.16  -4.10  0.013
O  -7.88  -2.07  4.55  -0.152
O  4.70  6.07  2.33  -0.143
O  3.69  -0.07  -5.07  -0.187
O  0.39  -1.45  -4.00  0.099
O  -0.33  0.76  0.28  0.055
O  -4.69  -2.19  -0.83  -0.137
O  -3.25  -0.94  5.58  -0.165
O  6.25  -1.79  -2.04  -0.152
O  0.45  5.67  0.20  -0.142
O  0.04  0.86  -2.52  0.016
N  0.19  -1.57  -2.66  0.026
C  -1.45  4.74  1.27  -0.165
C  1.96  -4.50  -2.63  -0.123
C  3.05  7.39  3.39  -0.175
C  -5.01  -3.31  -2.88  -0.162
C  4.32  8.22  3.25  -0.173
C  -0.44  -1.73  1.77  -0.112
C  -5.52  -3.17  -1.46  -0.205
C  -0.09  5.37  1.49  -0.209
C  5.37  7.14  3.01  -0.205
C  4.50  -1.19  -5.48  -0.192
C  -0.36  5.04  -0.80  -0.199
C  0.02  -0.35  -1.93  -0.140
C  -4.18  -2.45  7.15  -0.165
C  3.29  6.28  2.38  -0.213
C  -8.95  -1.45  3.82  -0.197
C  2.90  -3.24  -2.55  -0.086
C  -1.59  -1.32  2.33  0.082
C  -3.53  -2.99  -2.71  -0.180
C  -3.55  -1.92  -1.66  -0.208
C  1.34  1.19  -3.07  -0.149
C  4.93  -0.93  -6.91  -0.161
C  -3.19  -2.31  6.01  -0.218
C  -6.92  -2.58  3.60  -0.211
C  3.82  0.97  -6.05  -0.195
C  -1.26  4.05  -0.07  -0.172
C  -0.25  -1.68  0.26  -0.001
C  -0.07  -2.93  -0.56  -0.093
C  2.58  0.79  -2.18  -0.045
C  -0.19  -0.37  -0.48  -0.136
C  -8.49  -1.32  2.38  -0.173
C  -7.57  -2.52  2.24  -0.170
C  -4.39  -0.31  6.17  -0.197
C  5.84  -0.88  0.10  -0.166
C  4.99  0.59  -6.95  -0.162
C  0.42  -4.15  -2.78  -0.245
C  7.30  -1.29  0.02  -0.165
C  -5.23  -1.42  6.78  -0.162
C  7.29  -2.24  -1.16  -0.193
C  0.18  -2.81  -2.05  -0.005
C  5.45  -0.82  -1.36  -0.221
H  2.74  -2.54  -3.40  0.056
H  -4.93  0.26  5.42  0.116
H  2.89  1.02  -6.62  0.121
H  -6.85  -2.42  1.42  0.103
H  -5.84  -1.08  7.62  0.121
H  -2.63  -1.92  -1.08  0.081
H  4.17  -1.28  -7.60  0.119
H  -0.74  3.10  0.06  0.085
H  -2.19  3.86  -0.60  0.118
H  -2.21  5.51  1.19  0.118
H  5.26  -1.66  0.61  0.114
H  3.98  1.93  -5.55  0.121
H  2.14  7.96  3.19  0.111
H  0.29  4.55  -1.53  0.107
H  -9.32  -1.31  1.67  0.115
H  -3.68  -0.93  -2.10  0.127
H  1.35  2.29  -3.21  0.135
H  -9.19  -0.48  4.27  0.119
H  -6.63  -3.59  3.89  0.120
H  2.85  -2.71  -1.57  0.076
H  -4.03  0.38  6.94  0.118
H  3.32  1.63  -2.27  0.102
H  7.68  -1.75  0.93  0.118
H  -5.20  -4.30  -3.30  0.119
H  1.44  0.72  -4.08  0.100
H  5.68  0.06  0.63  0.116
H  -2.17  -2.56  6.30  0.115
H  -8.16  -3.42  2.06  0.118
H  -3.71  -2.18  8.09  0.117
H  2.79  5.35  2.66  0.104
H  3.94  -3.62  -2.66  0.096
H  7.05  -3.26  -0.85  0.118
H  4.25  8.87  2.37  0.116
H  -3.48  -2.94  5.16  0.110
H  -7.92  -0.39  2.25  0.116
H  5.93  0.94  -6.50  0.121
H  -0.12  -4.97  -2.25  0.157
H  4.54  8.84  4.12  0.114
H  5.67  0.16  -1.80  0.125
H  6.21  7.49  2.41  0.117
H  -0.94  5.81  -1.31  0.121
H  -2.32  -0.66  1.82  0.098
H  5.88  -1.41  -7.17  0.121
H  5.76  6.75  3.95  0.117
H  1.33  -1.20  -4.12  0.112
H  -0.14  6.28  2.10  0.120
H  0.48  0.76  0.82  0.142
H  2.28  -5.12  -3.49  0.129
H  -6.03  -1.93  3.65  0.110
H  -6.56  -2.86  -1.42  0.120
H  -5.41  -4.11  -0.90  0.121
H  2.95  6.57  1.38  0.116
H  -5.91  -1.83  6.02  0.087
H  4.40  -1.04  -1.53  0.063
H  -3.05  -2.67  -3.63  0.117
H  2.06  -5.02  -1.65  0.123
H  -1.85  -1.68  3.35  0.073
H  7.92  -0.42  -0.20  0.120
H  4.91  1.01  -7.95  0.120
H  3.11  -0.09  -2.61  0.041
H  8.24  -2.26  -1.70  0.121
H  5.36  -1.24  -4.81  0.120
H  -4.58  -3.46  7.25  0.116
H  -5.48  -2.56  -3.52  0.121
H  -9.83  -2.10  3.90  0.119
H  0.60  4.66  1.98  0.106
H  -1.74  4.06  2.07  0.114
H  2.99  6.98  4.40  0.116
H  0.38  -2.06  2.44  0.125
H  2.36  0.68  -1.09  0.087
H  -3.00  -3.87  -2.33  0.113
H  3.93  -2.12  -5.38  0.108


Calculated HOMO energy (Ha), listed in the same order as above: -0.33316, -0.30035, -0.39401
Calculated E (eV), listed in the same order as above: -123410.064, -61959.419, -70033.687